1.
{
  "formula": "C8H17ClO3S",
  "method": "wB97M-V/def2-TZVPD",
  "elements": ["C", "C", "C", "C", "C", "C", "C", "C", "O", "O", "O", "S", "Cl", "H", "H", "H", "H", "H", "H", "H", "H", "H", "H", "H", "H", "H", "H", "H", "H", "H"],
  "xyz": [[0.74791, 0.31305, -2.28519], [3.23316, 0.31911, -1.87227], [1.74047, 1.86428, -0.56106], [-1.10843, -0.21420, 2.93683], [-3.85316, -1.21025, 1.03250], [1.73414, -0.55248, -0.17084], [1.84176, 0.49471, -1.23766], [-1.06696, 0.31309, 1.52407], [-1.53209, -2.03211, 0.47275], [-2.30866, -0.02549, -0.78170], [1.01343, -1.51875, -0.18855], [-2.19499, -0.57850, 0.53524], [-1.64964, 2.00018, 1.46020], [-0.23507, 0.43374, -1.83581], [0.86053, 1.04566, -3.08012], [0.80376, -0.68307, -2.71814], [4.01980, 0.47593, -1.13747], [3.33845, -0.68078, -2.28610], [3.35953, 1.04074, -2.67351], [2.54230, 1.99694, 0.16341], [0.78858, 1.96066, -0.04787], [1.81724, 2.64942, -1.30756], [-0.93832, -1.28761, 2.90307], [-2.04331, -0.01329, 3.46462], [-0.30150, 0.25017, 3.50012], [-3.70243, -1.91218, 1.84045], [-4.45804, -0.36753, 1.33905], [-4.26479, -1.69310, 0.15914], [2.41929, -0.39048, 0.68454], [-0.60297, -1.99784, 0.16784]],
  "forces_ev_per_angstrom": [[0.07, -0.06, 0.23], [-0.21, -0.08, 0.23], [0.01, -0.24, 0.04], [0.30, 0.03, 0.06], [0.99, 0.50, 0.08], [0.15, 0.16, 0.18], [-0.10, 0.10, -0.44], [-1.58, -0.61, -0.37], [-0.97, 0.28, 0.52], [-0.51, 0.34, -0.15], [0.04, -0.26, -0.09], [1.27, -1.06, -0.47], [0.07, 0.37, 0.10], [-0.06, 0.00, -0.02], [0.05, 0.10, -0.09], [-0.03, -0.08, -0.09], [0.14, 0.02, 0.06], [0.06, -0.10, -0.11], [0.02, 0.13, -0.09], [0.08, 0.07, 0.09], [-0.15, 0.09, 0.07], [0.03, 0.11, -0.10], [0.10, -0.13, 0.17], [-0.08, 0.05, 0.08], [0.05, -0.05, 0.10], [-0.03, -0.10, 0.19], [-0.06, 0.19, 0.04], [-0.01, -0.09, -0.24], [0.01, -0.08, 0.07], [0.36, 0.42, -0.06]],
  "nbo_charge": [-0.61, -0.59, -0.60, -0.67, -0.83, 0.53, -0.18, -0.54, -0.91, -0.92, -0.60, 2.00, -0.08, 0.25, 0.21, 0.21, 0.21, 0.21, 0.22, 0.20, 0.24, 0.22, 0.23, 0.19, 0.23, 0.24, 0.24, 0.26, 0.11, 0.55],
  "e_above_lowest_kcal_mol": 10.3,
  "energy_ha": -1399.02418,
  "homo_ev": -8.03
}

---

2.
{
  "formula": "C8H17ClO3S",
  "method": "wB97M-V/def2-TZVPD",
  "elements": ["C", "C", "C", "C", "C", "C", "C", "C", "O", "O", "O", "S", "Cl", "H", "H", "H", "H", "H", "H", "H", "H", "H", "H", "H", "H", "H", "H", "H", "H", "H"],
  "xyz": [[2.31469, -0.13661, -1.63360], [0.24442, -1.24174, -2.30154], [1.33991, -1.87574, -0.17217], [-2.39332, 0.66133, -0.24517], [-0.87821, 2.31252, 2.58020], [0.31259, 0.41554, -0.23242], [0.92967, -0.72866, -1.10714], [-1.26211, -0.00260, 0.52552], [0.08246, -0.22974, 2.73766], [-2.37654, 0.16995, 2.90046], [1.18212, 0.85744, 0.73504], [-1.07443, 0.48413, 2.28776], [-1.80834, -1.64303, 0.88464], [2.83563, -0.91329, -2.07833], [2.13237, 0.55946, -2.48447], [2.92560, 0.45018, -0.89729], [-0.81213, -1.61392, -2.21847], [0.07258, -0.54749, -3.15993], [0.71810, -2.21938, -2.83427], [1.82949, -2.60432, -0.91661], [0.49064, -2.15943, 0.52775], [2.15168, -1.42991, 0.45210], [-3.37062, 0.46504, 0.33919], [-2.40850, 0.18337, -1.29740], [-2.26113, 1.71466, -0.60274], [-0.01583, 2.66098, 2.09916], [-1.81793, 2.64807, 2.01637], [-0.67174, 2.43213, 3.64948], [-0.02242, 1.19517, -0.87975], [1.61130, 0.13588, 1.32597]],
  "forces_ev_per_angstrom": [[-1.61, 2.44, 0.28], [-2.44, -2.41, -3.59], [0.56, 0.27, -0.09], [-1.09, -0.39, -1.32], [-1.75, -1.77, -1.46], [-2.08, -3.22, 0.60], [2.42, 1.13, 1.36], [1.93, 1.77, -0.83], [0.55, -0.41, 0.75], [1.52, 0.85, -0.46], [1.28, -0.21, 0.77], [-2.11, 0.77, 1.63], [0.19, -0.90, -1.00], [1.36, -1.66, -0.54], [-0.12, -0.21, 0.55], [-0.65, -0.96, -0.47], [0.73, 0.22, 0.86], [0.72, 0.05, 0.72], [-0.44, 2.36, 1.53], [-0.97, 0.32, 1.86], [1.37, -0.45, -1.28], [-0.36, -0.89, -0.25], [1.42, 0.60, -1.28], [-0.32, 0.07, 1.76], [0.08, -0.49, 1.24], [1.21, 0.36, -1.06], [1.22, 0.27, 1.68], [-1.09, -0.03, -0.16], [0.11, 1.03, -0.13], [-1.65, 1.47, -1.66]],
  "nbo_charge": [-0.60, -0.63, -0.62, -0.69, -0.82, 0.18, -0.12, -0.30, -0.97, -0.95, -0.74, 2.10, 0.03, 0.21, 0.20, 0.23, 0.23, 0.22, 0.23, 0.22, 0.25, 0.19, 0.26, 0.24, 0.23, 0.24, 0.25, 0.26, 0.19, 0.52],
  "e_above_lowest_kcal_mol": 26.1,
  "energy_ha": -1398.99901,
  "homo_ev": -9.70
}

---

- Which formula does entry 2 have?
  C8H17ClO3S